{
  "formula": "C28H54Cl4N4O5S5",
  "method": "ωB97M-V with the def2-TZVPD basis set",
  "elements": ["C", "S", "O", "C", "H", "H", "H", "H", "H", "H", "C", "S", "O", "C", "H", "H", "H", "H", "H", "H", "C", "S", "O", "C", "H", "H", "H", "H", "H", "H", "C", "S", "O", "C", "H", "H", "H", "H", "H", "H", "C", "S", "O", "C", "H", "H", "H", "H", "H", "H", "N", "C", "C", "C", "C", "H", "H", "H", "H", "H", "N", "C", "C", "C", "C", "H", "H", "H", "H", "H", "N", "C", "C", "C", "C", "H", "H", "H", "H", "H", "N", "C", "C", "C", "C", "H", "H", "H", "H", "H", "C", "Cl", "Cl", "H", "H", "C", "Cl", "Cl", "H", "H"],
  "positions_angstrom": [[0.779140, -3.881012, -3.361469], [1.629251, -2.878137, -2.012588], [0.663574, -2.786967, -0.887095], [2.931214, -4.103828, -1.486642], [1.457800, -4.164745, -4.170944], [0.031515, -3.227078, -3.831600], [0.302669, -4.745187, -2.898468], [2.364777, -5.000818, -1.221901], [3.395263, -3.643501, -0.628581], [3.652531, -4.257950, -2.280446], [1.085721, 0.931615, -4.562255], [2.102689, 1.748091, -5.887120], [1.903469, 3.270421, -5.705676], [3.740483, 1.405916, -5.030322], [0.052593, 0.918101, -4.888934], [1.130447, 1.431932, -3.599600], [1.474592, -0.109450, -4.494817], [3.956857, 0.327799, -5.130665], [3.573208, 1.725785, -4.000730], [4.380605, 2.072374, -5.581753], [-1.010288, -3.495169, 4.503436], [-0.750702, -3.479121, 2.658880], [-1.281649, -2.143874, 2.173774], [1.150145, -3.268832, 2.820592], [-0.906012, -4.517308, 4.904943], [-2.058591, -3.179872, 4.611074], [-0.386900, -2.739948, 4.945180], [1.301103, -2.304491, 3.254183], [1.569241, -3.261247, 1.814364], [1.531495, -4.111220, 3.438305], [-2.679394, 3.578653, 2.435475], [-1.749604, 5.008041, 1.822991], [-0.540380, 5.131761, 2.713791], [-1.058025, 4.219856, 0.294139], [-3.523322, 3.310671, 1.809902], [-2.976472, 3.861350, 3.414460], [-1.970367, 2.771762, 2.409747], [-0.535830, 3.319888, 0.600780], [-0.401699, 4.974873, -0.123683], [-1.815541, 3.863602, -0.370005], [-1.010583, 0.269415, -0.329577], [0.675583, 0.487689, -1.005155], [0.974376, 1.963418, -1.214059], [1.553363, 0.166765, 0.587292], [-0.967337, 1.009092, 0.456523], [-1.139147, -0.767436, 0.076196], [-1.754843, 0.347801, -1.121376], [2.587975, 0.299552, 0.298062], [1.345023, -0.825341, 0.984552], [1.261099, 0.984046, 1.204300], [-3.476983, -0.196136, 2.617240], [-4.367407, 0.214663, 1.701256], [-5.244670, 1.078554, 2.353571], [-4.901613, 1.022814, 3.729988], [-3.836933, 0.235059, 3.869450], [-2.737409, -0.850125, 2.364050], [-4.361501, -0.014600, 0.660663], [-6.038059, 1.592387, 1.813850], [-5.388990, 1.464374, 4.595863], [-3.235747, -0.068064, 4.708286], [-1.823845, -4.344584, -0.293335], [-2.981741, -3.883301, 0.288902], [-4.010315, -4.701257, -0.104339], [-3.483454, -5.559636, -1.116602], [-2.093714, -5.378842, -1.080722], [-0.980724, -3.788462, -0.396742], [-2.902284, -3.083420, 1.023956], [-5.024695, -4.699510, 0.276943], [-3.963556, -6.395238, -1.596909], [-1.319776, -5.877508, -1.617171], [-1.385570, 2.854676, -3.186744], [-2.590857, 2.525835, -2.723648], [-3.389018, 2.484886, -3.843405], [-2.633279, 2.905335, -4.982396], [-1.381905, 3.017149, -4.558513], [-0.557387, 3.022982, -2.639205], [-2.785732, 2.327814, -1.679114], [-4.442943, 2.285153, -3.874132], [-3.033920, 3.265656, -5.919832], [-0.470078, 3.374057, -5.005241], [3.600393, 2.323693, -0.411254], [4.153196, 1.282459, -1.100115], [5.455598, 1.125967, -0.671739], [5.672754, 2.125800, 0.380861], [4.488022, 2.804902, 0.535640], [2.626853, 2.597820, -0.461665], [3.450731, 0.828872, -1.796683], [6.185707, 0.496872, -1.181016], [6.622943, 2.289217, 0.827260], [4.181579, 3.690795, 1.081861], [4.032124, 0.301577, 3.174310], [3.462119, -0.157622, 4.784964], [4.496230, -1.155665, 2.202084], [3.239751, 0.834537, 2.678423], [4.967979, 0.851484, 3.303950], [0.340688, 1.697441, 4.755365], [-0.201873, 0.273553, 3.900248], [1.424658, 2.728659, 3.670120], [-0.499114, 2.329654, 5.096833], [1.102695, 1.391534, 5.437147]],
  "atomic_forces_ev_per_a": [[0.32, 0.69, 0.43], [0.66, -0.74, -1.43], [-0.30, -0.16, 0.48], [-1.57, 0.45, -0.41], [0.24, -0.05, 0.40], [0.09, -0.10, 0.49], [0.06, 0.05, -0.04], [0.39, -0.04, 0.04], [0.15, 0.04, 0.29], [0.00, -0.07, -0.15], [0.58, -0.76, -0.94], [-0.06, 1.85, 2.10], [0.23, -2.34, -0.43], [-1.83, -0.19, -0.59], [-0.10, -0.07, -0.15], [0.42, 0.28, -0.06], [-0.30, 0.58, 0.06], [0.17, 0.61, 0.06], [0.33, -0.04, -0.11], [0.65, -0.04, 0.05], [-1.03, -0.23, -1.12], [1.53, 0.65, 1.09], [0.54, -0.57, 0.38], [-1.48, -1.08, -0.46], [0.24, 0.53, -0.20], [0.25, -0.18, 0.01], [0.43, 0.10, 0.32], [0.12, 0.57, 0.58], [-0.09, -0.23, 0.02], [-0.22, 0.65, -0.44], [0.63, 0.36, -1.14], [0.88, -0.32, -0.51], [-0.83, -0.04, -0.28], [-0.30, 0.11, 1.33], [-0.21, 0.20, -0.08], [-0.34, -0.04, 0.90], [0.27, -0.58, 0.41], [0.52, 0.17, 0.27], [0.06, -0.15, -0.24], [-0.71, 0.35, -0.61], [0.73, -1.00, -0.14], [0.35, -0.71, 0.69], [-0.85, -0.37, -0.02], [-0.27, -0.43, -1.60], [-0.96, 0.23, 0.26], [0.59, 0.85, -0.11], [0.10, 0.66, 0.12], [0.19, -0.31, 0.28], [-0.11, 0.13, -0.03], [-0.35, 0.49, 0.79], [0.85, -1.49, -0.38], [-1.12, 2.01, 0.65], [-0.15, -0.76, -0.92], [-1.81, 1.44, 0.68], [2.05, -1.21, -0.55], [-0.05, 0.13, 0.61], [0.37, -0.31, -0.38], [0.09, -0.06, 0.57], [-0.07, 0.16, -0.47], [-0.13, 0.11, 0.17], [0.17, 1.47, 0.76], [0.23, 0.07, 0.73], [-0.09, 0.26, -0.70], [1.35, -0.87, 1.19], [-1.90, -0.63, -1.51], [0.08, -0.10, 0.30], [-0.31, -0.29, -0.44], [0.17, 0.20, -0.21], [-0.18, 0.07, -0.06], [0.27, -0.22, -0.35], [2.47, 0.20, -0.41], [-1.18, -0.47, -0.66], [-1.23, 0.45, -0.06], [-2.05, -0.46, -0.16], [2.02, 1.32, 1.50], [0.06, -0.27, 0.23], [-0.04, 0.01, -0.22], [-0.22, -0.07, 0.17], [0.10, -0.62, -0.11], [0.03, 0.02, -0.27], [0.65, 0.32, 1.24], [-0.40, 0.74, 0.10], [-0.22, 0.76, 0.11], [-0.66, -1.22, -1.45], [-0.34, 0.12, -1.03], [0.02, -0.17, -0.25], [0.81, -0.32, -0.14], [-0.18, 0.09, 0.58], [0.34, 0.24, 0.50], [0.35, -0.30, 0.19], [0.94, -0.72, 0.05], [-0.07, -0.09, 0.05], [-0.36, 0.46, 0.30], [0.01, 0.17, -0.21], [-0.52, 0.10, -0.18], [0.87, 1.15, -1.13], [-0.35, -0.16, -0.19], [-0.80, -0.32, 0.25], [0.65, -0.52, -0.10], [-0.29, -0.18, 1.04]],
  "orbital_gap_ev": 8.020,
  "multiplicity": 1,
  "e_homo_ev": -8.1096,
  "max_force_ev_per_a": 2.84,
  "charge": 0
}